(1)
Formula: C3H11BF4OP
Source: the OMol25 dataset
Level of theory: wB97M-V/def2-TZVPD

Summary:
**E**: -961.99566 Ha
**HOMO level**: -5.0 eV
**Lowest unoccupied orbital energy**: 3.49 eV
**Frontier orbital gap**: 8.529 eV
**Net charge**: -1
**Molar mass**: 180.90 g/mol

Structure (XYZ):
```
21
Properties=species:S:1:pos:R:3:forces:R:3
C 2.6929 0.2059 -1.0689 -0.746 0.209 0.348
C 1.1625 -0.1523 -1.0332 0.943 -0.935 -0.295
O 0.3884 0.7903 -1.7718 -0.170 0.089 0.708
C -0.7402 1.2464 -1.0339 -0.240 1.155 0.004
P -2.1708 -0.0059 -0.9088 -0.083 -0.055 0.393
H 3.0602 0.3198 -0.0314 -0.020 -0.174 -0.555
H 2.8200 1.1856 -1.5685 -0.013 -0.578 0.083
H 3.2629 -0.5839 -1.5902 -0.142 0.511 0.246
H 1.0317 -1.1365 -1.5350 0.062 0.417 0.377
H 0.8261 -0.2864 0.0138 0.015 0.328 -0.512
H -1.1450 2.1233 -1.5983 0.160 -0.528 0.205
H -0.4716 1.6571 -0.0282 0.072 -0.543 -0.424
H -1.3215 -1.0585 -0.4498 0.020 0.234 -0.236
H -2.8052 0.8012 0.1023 0.117 -0.180 -0.327
H -2.5015 0.2528 -2.2893 0.199 -0.114 0.092
H -3.2813 -0.9653 -0.8860 -0.182 0.092 0.083
B -0.1610 -0.8795 3.1392 0.090 -0.046 0.215
F 0.4973 0.2925 3.5742 -0.077 -0.120 -0.102
F -0.7282 -1.5456 4.2470 0.069 0.093 -0.187
F -1.1830 -0.5300 2.2225 0.017 0.031 -0.095
F 0.7673 -1.7310 2.4944 -0.091 0.114 -0.020
```
Forces are in eV/Å.

=====

(2)
Formula: C3H11ClN2Si
Source: the OMol25 dataset
Level of theory: wB97M-V/def2-TZVPD

Summary:
**Energy above the lowest of the compared OMol25 structures with the same formula, charge and spin**: 0.001 eV
**E**: -980.19322 Ha
**HOMO level**: -9.2 eV
**Lowest unoccupied orbital energy**: 0.81 eV
**Frontier orbital gap**: 10.033 eV
**Molar mass**: 138.67 g/mol

Structure (XYZ):
```
18
Properties=species:S:1:pos:R:3:forces:R:3
C -0.5319 0.0167 -1.8950 1.086 -3.917 0.809
C 0.7022 -1.2767 1.8500 1.274 -0.738 1.622
C 0.6938 0.5781 -1.1898 1.457 1.675 0.636
N -1.1287 2.0467 0.4521 0.487 -0.701 -0.044
N -0.2218 -0.1905 1.5865 1.123 -0.434 -0.606
Si 0.2595 1.1447 0.6246 -0.560 -1.789 -2.185
Cl 1.6752 2.1940 1.5686 1.019 0.836 0.429
H -0.9050 -0.9863 -1.3200 0.777 2.380 -1.339
H -1.3402 0.6607 -1.9722 -1.514 1.354 -0.034
H -0.2566 -0.3003 -2.9151 -0.223 0.050 0.332
H 1.6147 -1.0035 2.5516 -1.648 -0.319 -1.180
H 0.1175 -2.0724 2.3924 0.877 0.411 -0.720
H 1.1758 -1.6755 0.9271 -0.609 0.157 0.480
H 1.1642 1.5061 -1.7553 -1.058 -1.718 1.082
H 1.5035 -0.1730 -1.1689 -0.293 0.219 -0.096
H -1.8364 1.7567 -0.1586 -1.035 -0.258 -0.715
H -1.2377 2.9179 0.8255 -0.528 2.548 0.958
H -0.5986 0.1240 2.4531 -0.632 0.243 0.570
```
Forces are in eV/Å.

=====

(3)
Formula: C3H11ClN2Si
Source: the OMol25 dataset
Level of theory: wB97M-V/def2-TZVPD

Summary:
**Energy above the lowest of the compared OMol25 structures with the same formula, charge and spin**: 4.109 eV
**E**: -980.04224 Ha
**HOMO level**: -9.2 eV
**Lowest unoccupied orbital energy**: 0.84 eV
**Frontier orbital gap**: 10.005 eV
**Molar mass**: 138.67 g/mol

Structure (XYZ):
```
18
Properties=species:S:1:pos:R:3:forces:R:3
C 0.0744 -1.0950 -1.4032 -3.098 2.294 -0.524
C -2.1203 0.5159 0.2356 0.791 -1.204 2.318
C 0.6072 1.8614 0.3518 0.737 -2.159 -0.638
N 0.4791 -0.8042 1.5026 -2.926 1.230 -3.135
N 1.7522 -1.1582 1.6027 0.805 -0.948 -0.068
Si -0.2282 0.2208 0.0679 0.490 -1.838 0.444
Cl 2.6549 0.0130 2.5739 1.141 1.104 0.767
H 0.2763 -0.7797 -2.4983 -0.248 -0.484 2.019
H 0.7196 -1.8221 -1.0150 1.189 -1.001 0.238
H -1.0076 -1.5271 -1.3286 1.837 0.401 -0.523
H -2.6081 0.0537 -0.5614 -0.781 -0.732 -1.618
H -2.6734 0.0866 1.1382 1.029 0.701 -0.855
H -2.2915 1.5644 0.1738 -0.218 0.906 0.119
H 0.2044 2.2544 1.2388 -0.591 0.765 1.132
H 1.5977 1.5007 0.5808 0.648 0.213 0.251
H 0.7219 2.5562 -0.4216 -0.247 1.137 -1.149
H -0.0364 -0.7430 2.3351 -0.627 0.014 1.537
H 1.8121 -1.9188 2.2686 0.069 -0.400 -0.314
```
Forces are in eV/Å.

=====

(4)
Formula: C3H11FNP2
Source: the OMol25 dataset
Level of theory: wB97M-V/def2-TZVPD

Summary:
**Energy above the lowest of the compared OMol25 structures with the same formula, charge and spin**: 2.567 eV
**E**: -957.80504 Ha
**HOMO level (alpha / beta)**: -11.9 / -12.8 eV
**Lowest unoccupied orbital energy (alpha / beta)**: -5.19 / -4.07 eV
**Frontier orbital gap (alpha / beta)**: 6.686 / 8.707 eV
**Net charge**: +1
**Molar mass**: 142.07 g/mol

Structure (XYZ):
```
18
Properties=species:S:1:pos:R:3:forces:R:3
C -0.5489 1.0842 1.0705 -0.314 1.362 2.811
C -0.6506 0.8593 -0.3917 -0.291 -0.480 0.627
C -0.6825 -0.6238 -0.5557 0.541 -0.226 0.166
N 0.6026 1.3290 -1.0655 0.095 -3.593 -3.768
F -0.2991 -0.9544 -1.8005 0.087 -0.255 -1.105
P 2.3269 -0.9181 0.4693 0.082 0.549 -0.310
P -1.2553 -2.0677 0.4086 -1.822 0.882 -0.887
H -0.5856 2.1576 1.4196 0.182 -0.927 -0.729
H -1.4335 0.6462 1.5949 0.734 0.095 -0.484
H 0.3867 0.6285 1.5170 -1.138 0.447 -0.627
H -1.4957 1.2910 -0.9262 -0.151 0.416 0.300
H 1.1951 0.4659 -0.9219 0.565 1.098 0.611
H 1.1210 2.1587 -0.8676 -0.078 0.960 0.440
H 0.4769 1.1471 -2.1288 0.118 1.277 1.840
H 2.9071 -2.1502 0.4331 0.465 -1.124 -0.624
H 2.2444 -1.1031 1.8317 -0.378 0.373 0.914
H -2.5543 -1.4187 0.8120 1.187 -0.761 -0.394
H -1.7553 -2.5315 -0.8987 0.116 -0.094 1.220
```
Forces are in eV/Å.

=====

(5)
Formula: C3H11GaIN2O2
Source: the OMol25 dataset
Level of theory: wB97M-V/def2-TZVPD

Summary:
**E**: -2603.30454 Ha
**HOMO level**: -4.2 eV
**Lowest unoccupied orbital energy**: 2.17 eV
**Frontier orbital gap**: 6.360 eV
**Net charge**: -1
**Molar mass**: 303.76 g/mol

Structure (XYZ):
```
20
Properties=species:S:1:pos:R:3:forces:R:3
C -0.3207 0.5925 1.2950 -0.331 -0.461 0.907
N 1.0551 0.7399 0.8026 -0.579 0.118 -0.775
C 1.1360 1.5841 -0.4142 0.722 0.225 -0.356
Ga 0.5997 3.5532 -0.1876 -1.201 -0.778 -0.153
I 2.6277 5.1764 0.1481 0.176 0.057 0.011
H -0.9517 1.4713 1.1073 0.445 -0.106 -0.051
H -0.2585 0.4796 2.4006 -0.257 0.053 -0.432
H -0.8729 -0.3096 0.9316 0.626 0.976 0.065
H 1.3226 -0.1876 0.4970 0.221 -0.085 0.255
H 2.1982 1.5806 -0.7455 -0.447 -0.034 0.182
H 0.5714 1.1506 -1.2813 0.045 0.211 0.464
H -0.4486 3.6910 1.0373 0.368 0.225 0.063
H -0.2412 3.9701 -1.5097 0.358 0.179 -0.027
C -1.0489 -3.9063 -0.9019 -0.225 -0.210 -0.085
N -0.7510 -2.6478 -0.1704 -0.413 -0.233 0.023
O -1.6136 -2.2196 0.5699 0.042 -0.360 -0.088
O 0.3308 -2.1542 -0.3757 0.246 0.105 0.020
H -2.0443 -4.2387 -0.6278 0.026 0.068 0.031
H -0.9903 -3.6876 -1.9646 0.119 -0.017 0.032
H -0.3001 -4.6377 -0.6107 0.061 0.067 -0.087
```
Forces are in eV/Å.

=====

(6)
Formula: C3H11N
Source: the OMol25 dataset
Level of theory: wB97M-V/def2-TZVPD

Summary:
**Energy above the lowest of the compared OMol25 structures with the same formula, charge and spin**: 1.065 eV
**E**: -175.60408 Ha
**HOMO level**: -9.1 eV
**Lowest unoccupied orbital energy**: 1.08 eV
**Frontier orbital gap**: 10.135 eV
**Molar mass**: 61.13 g/mol

Structure (XYZ):
```
15
Properties=species:S:1:pos:R:3:forces:R:3
C -1.8412 1.9911 -1.8878 0.045 -1.385 0.508
H -1.1540 2.7614 -2.2821 -0.792 -0.186 0.392
H -1.2479 1.1874 -1.4030 -0.068 0.575 -0.166
H -2.6161 2.2508 -1.1446 0.659 0.632 -0.372
H -2.3861 1.4575 -2.6688 0.168 0.356 -0.344
C 0.7627 -1.4057 -0.1483 -0.139 0.957 -1.760
N 0.7054 -0.2526 0.8017 -0.091 -2.639 -1.256
C 1.0369 -0.7687 2.1290 -1.084 1.524 0.820
H -0.0769 -2.0690 0.0796 0.595 -0.429 0.357
H 1.8109 -1.9148 -0.2165 -1.908 0.599 0.210
H 0.4385 -1.0460 -1.2022 0.954 -0.370 1.515
H 1.3167 0.4308 0.3842 0.429 0.350 0.828
H 1.9548 -1.3124 2.2843 0.772 -0.160 -0.452
H 1.0557 0.1443 2.7476 0.067 -0.622 0.346
H 0.2406 -1.4541 2.5269 0.393 0.798 -0.625
```
Forces are in eV/Å.

=====

(7)
Formula: C3H11N
Source: the OMol25 dataset
Level of theory: wB97M-V/def2-TZVPD

Summary:
**Energy above the lowest of the compared OMol25 structures with the same formula, charge and spin**: 1.395 eV
**E**: -175.59194 Ha
**HOMO level**: -9.0 eV
**Lowest unoccupied orbital energy**: 1.04 eV
**Frontier orbital gap**: 10.018 eV
**Molar mass**: 61.13 g/mol

Structure (XYZ):
```
15
Properties=species:S:1:pos:R:3:forces:R:3
C -2.4445 0.8002 -1.2202 0.813 -0.661 -0.298
H -2.0132 1.4529 -2.0163 -0.808 0.304 1.009
H -2.2657 1.0599 -0.1421 -0.577 0.345 -1.273
H -3.4531 0.4222 -1.4804 0.476 0.680 0.393
H -1.7863 -0.0486 -1.3558 0.058 -0.663 0.145
C 1.4834 -0.5625 -0.4749 1.872 -1.774 0.298
N 0.4322 -0.1804 0.4828 0.180 0.463 -3.092
C 0.9507 -0.3073 1.8032 -0.197 -0.319 1.460
H 1.7621 -1.6330 -0.5004 -0.857 -0.065 0.382
H 2.4768 -0.1847 -0.1843 -0.134 0.678 -0.056
H 1.3585 -0.3496 -1.5326 -0.742 0.581 0.106
H 0.2628 0.7287 0.0345 -0.632 0.160 1.771
H 1.7270 0.4021 2.1197 0.483 -0.269 -0.485
H 0.2430 -0.2374 2.6487 -0.443 0.069 -0.797
H 1.2663 -1.3623 1.8180 0.508 0.471 0.437
```
Forces are in eV/Å.